No. 1
Molecular formula: C24H26N2O3
Method: DFT, the ωB97M-V functional and the def2-TZVPD basis

```
55
C24H26N2O3, DFT the ωB97M-V functional and the def2-TZVPD basis
C -3.12979 -2.85413 -0.95922
C -3.50932 -1.75266 -1.97459
O -3.14325 -0.37266 -1.52589
C -3.83874 0.00504 -0.40619
C -5.07588 -0.57877 -0.00138
C -5.69841 0.13396 1.31509
C -5.08357 1.15736 2.02533
C -3.80613 1.73890 1.21569
C -3.27699 1.13453 0.13598
C -1.83900 1.47252 -0.32047
N -0.99253 0.63337 -0.07789
C -0.52732 0.50972 1.15485
C 0.23144 -0.93188 1.51257
C 1.60085 -1.07319 1.31472
C 2.11637 -2.26719 0.45257
C 3.35663 -2.29940 0.04059
C 4.38854 -1.16586 0.27208
C 3.86044 -0.15891 1.25894
C 2.55477 -0.07972 1.49812
O 4.96117 0.72738 1.42933
C 5.98375 0.08189 0.85041
O 5.61714 -0.97995 -0.20198
C -0.03535 0.12892 -1.29009
C 1.31683 0.98033 -1.21783
C 1.42762 2.26858 -0.51999
C 2.69774 2.86183 -1.04511
C 3.76577 2.35617 -1.39728
C 3.43956 0.80293 -1.88772
N 2.27591 0.15029 -1.81079
H -3.47386 -2.71635 -0.17074
H -2.03950 -2.84971 -0.80561
H -3.29055 -3.89266 -1.36091
H -3.13579 -1.77404 -2.98818
H -4.72074 -1.77240 -2.19068
H -5.76663 -1.15909 -0.24647
H -6.55565 -0.04105 1.55820
H -5.28670 1.62294 2.76292
H -3.18366 2.43626 1.84574
H -2.07413 1.75732 -1.45634
H -1.40866 2.39421 0.15986
H 0.30519 1.05754 1.33774
H -1.26957 0.64592 1.94541
H -0.32158 -1.77176 1.30702
H 0.22926 -0.87995 2.68105
H 1.27994 -2.89122 0.22325
H 3.73456 -2.91062 -0.69144
H 2.20583 0.84575 2.37880
H 6.50659 0.76487 -0.08801
H 6.86854 -0.38776 1.38332
H 0.18652 -0.94207 -1.08145
H -0.59209 0.14235 -2.08077
H 0.57141 2.83257 -0.36207
H 2.69657 3.99292 -0.41756
H 4.78619 2.51649 -1.36108
H 4.11025 0.35013 -2.12184
```

## Properties
Net charge   0
HOMO level   -7.2 eV
LUMO energy   0.40 eV
Orbital gap   7.562 eV

Löwdin population analysis, charges in e, atoms 1 to 5: atom 1 (C): -0.024, atom 2 (C): -0.153, atom 3 (O): -0.085, atom 4 (C): -0.250, atom 5 (C): 0.095

No. 2
Molecular formula: C24H26N4O3
Method: DFT, the ωB97M-V functional and the def2-TZVPD basis

```
57
C24H26N4O3, DFT the ωB97M-V functional and the def2-TZVPD basis
C 0.33656 -6.98534 -1.97927
C -0.89491 -6.64667 -2.81899
C -0.52138 -5.79795 -4.03869
C 0.05384 -4.43827 -3.62488
N -0.57988 -3.95654 -2.40975
C 0.16949 -3.48048 -1.41040
C -0.05234 -2.97757 -0.12087
N -1.13069 -2.78262 0.67126
C -0.98140 -2.06522 1.92795
C -1.05582 -0.57281 1.72019
C -2.28661 0.06128 1.59494
C -2.35056 1.41979 1.35726
C -1.18462 2.16847 1.22408
C -1.32767 3.63567 0.99157
O -2.28341 4.26823 1.39966
N -0.33399 4.20261 0.26618
C -0.26979 5.62878 0.02984
C 0.80317 6.27397 0.86540
C 0.78591 6.15160 2.25160
C 1.79638 6.73929 2.99181
C 2.79096 7.43030 2.31396
N 2.81733 7.55407 0.99898
C 1.85100 6.98917 0.29765
C 0.04729 1.53588 1.36159
C 0.10847 0.17590 1.60433
C 1.38181 -2.79604 0.12468
O 2.05133 -2.44983 1.07519
C 1.62691 -3.27203 -1.28718
O 2.56906 -3.40674 -2.03536
C -1.94076 -4.40337 -2.23995
C -1.96970 -5.91830 -1.98583
H 1.08914 -7.47155 -2.59568
H 0.06649 -7.66608 -1.17468
H 0.78075 -6.09774 -1.53775
H -1.31503 -7.59034 -3.18252
H -1.41227 -5.65884 -4.65492
H 0.21595 -6.32415 -4.64482
H 1.12825 -4.50376 -3.45589
H -0.11537 -3.70689 -4.42570
H -2.03456 -2.68160 0.22937
H -0.01379 -2.33755 2.35013
H -1.77848 -2.39962 2.59827
H -3.19944 -0.50928 1.69908
H -3.30026 1.92637 1.27476
H 0.44732 3.64486 -0.03772
H -1.25132 6.02553 0.31022
H -0.09266 5.81896 -1.03304
H -0.01350 5.60628 2.73316
H 1.81199 6.66513 4.06809
H 3.60457 7.90729 2.84417
H 1.91662 7.11915 -0.77582
H 0.96792 2.10013 1.31299
H 1.06586 -0.31242 1.70969
H -2.40998 -3.87267 -1.41264
H -2.48967 -4.15974 -3.15477
H -2.96417 -6.29423 -2.22994
H -1.79161 -6.10941 -0.92674
```

## Properties
Net charge   0
HOMO level   -7.9 eV
LUMO energy   0.34 eV
Orbital gap   8.247 eV

Löwdin population analysis, charges in e, atoms 1 to 5: atom 1 (C): -0.051, atom 2 (C): -0.356, atom 3 (C): -0.144, atom 4 (C): -0.126, atom 5 (N): -0.058

No. 3
Molecular formula: C24H26N4O4
Method: DFT, the ωB97M-V functional and the def2-TZVPD basis

```
58
C24H26N4O4, DFT the ωB97M-V functional and the def2-TZVPD basis
C -1.02960 5.29636 2.33623
O -0.38274 4.17987 2.92149
C -0.54687 2.93869 2.40105
C 0.42503 2.01353 2.77177
C 0.42532 0.71706 2.29324
C -0.55839 0.30875 1.39367
C -0.61935 -1.03519 0.82309
C 0.31218 -1.73443 0.14964
N 0.08832 -3.03118 -0.31169
C -1.01131 -3.82320 -0.20973
O -2.03459 -3.50512 0.36875
C -0.85851 -5.15739 -0.86169
C -1.61023 -6.21048 -0.34683
C -1.52616 -7.47157 -0.90511
C -0.70058 -7.69025 -1.99580
C 0.03324 -6.64269 -2.52781
C -0.04042 -5.38052 -1.96601
C 1.66649 -1.29953 -0.33527
O 2.33530 -2.05891 -1.02703
N 2.06502 -0.05485 -0.03478
C 3.33427 0.49215 -0.45446
C 3.18609 1.98876 -0.70693
C 2.20813 2.27769 -1.85899
N 1.45564 3.47674 -1.61577
C 1.88858 4.76642 -1.74591
C 0.87003 5.55430 -1.29457
N -0.16946 4.77894 -0.88723
C 0.21256 3.54824 -1.08790
C -1.58077 1.20694 1.08220
C -1.60781 2.50324 1.57613
O -2.62258 3.37865 1.32554
C -3.62009 3.02218 0.40170
H -0.91234 5.29972 1.24938
H -0.53097 6.16552 2.76513
H -2.09040 5.32164 2.59102
H 1.19108 2.34764 3.45404
H 1.16830 0.01444 2.64251
H -1.57657 -1.52764 0.94454
H 0.90858 -3.38029 -0.80686
H -2.25508 -6.01647 0.49709
H -2.10626 -8.28394 -0.49315
H -0.63418 -8.67397 -2.43668
H 0.66571 -6.80908 -3.38745
H 0.52259 -4.57341 -2.41274
H 1.49800 0.51024 0.58424
H 4.09223 0.32445 0.32085
H 3.64624 -0.04061 -1.35657
H 2.80097 2.45664 0.20362
H 4.16379 2.42247 -0.91634
H 2.74571 2.37158 -2.80641
H 1.49594 1.45217 -1.94453
H 2.85328 5.00500 -2.14344
H 0.81509 6.62260 -1.23802
H -0.37167 2.67569 -0.87163
H -2.36898 0.86335 0.43090
H -4.27295 3.89075 0.33367
H -3.19692 2.81469 -0.58584
H -4.20106 2.15953 0.74415
```

## Properties
Net charge   0
HOMO level   -7.9 eV
LUMO energy   0.34 eV
Orbital gap   8.237 eV

Löwdin population analysis, charges in e, atoms 1 to 5: atom 1 (C): -0.068, atom 2 (O): -0.060, atom 3 (C): -0.204, atom 4 (C): 0.012, atom 5 (C): -0.071

No. 4
Molecular formula: C24H26N4O4
Method: DFT, the ωB97M-V functional and the def2-TZVPD basis

```
58
C24H26N4O4, DFT the ωB97M-V functional and the def2-TZVPD basis
C 1.08762 1.55589 -2.97647
N -0.30280 1.34061 -2.62736
C -0.68984 0.42079 -1.72586
C 0.34225 -0.46407 -1.05021
N -2.07651 0.49706 -1.67515
C -2.99442 -0.36919 -0.94143
C -2.51840 1.47771 -2.57343
C -1.39149 2.01745 -3.16774
C -1.43472 3.17501 -3.92930
C -2.69034 3.76397 -4.10832
C -3.83241 3.21785 -3.52482
C -3.77082 2.06286 -2.73415
H 1.10030 2.38730 -3.68249
H 1.66085 1.80949 -2.06386
H 1.50120 0.64975 -3.44526
H -0.20293 -1.13918 -0.34851
H 1.06793 -0.87915 -1.76898
H -4.00924 0.01088 -1.12231
H -2.94253 -1.40676 -1.30998
H -2.78036 -0.35173 0.14019
H -0.51641 3.58937 -4.32512
H -2.77021 4.68538 -4.69676
H -4.79145 3.72736 -3.67218
H -4.64269 1.64250 -2.24704
C 3.97879 -6.03474 1.31123
O 4.61660 -4.75521 1.45290
C 3.90158 -3.62244 1.13971
C 4.49449 -2.34606 1.41192
C 3.77099 -1.16518 1.17042
C 2.45372 -1.24160 0.65877
C 1.50761 -0.05914 0.27889
C 0.63406 0.45050 1.34428
C 0.17869 1.80891 1.18128
O 0.50372 2.57099 0.26126
N -0.75332 2.24495 2.14094
C -1.30415 3.54494 1.86600
C -1.61697 1.34485 2.82602
O -2.68473 1.69498 3.34288
N -1.16798 0.03448 2.92166
C -1.87989 -0.76605 3.89404
C 0.15947 -0.30596 2.50249
O 0.77290 -1.18280 3.11266
C 1.85516 -2.47023 0.57175
C 2.53842 -3.66219 0.73157
H 4.73845 -6.74491 1.62151
H 3.09726 -6.14208 1.95869
H 3.67602 -6.25665 0.27633
H 5.54320 -2.36144 1.72817
H 4.25963 -0.23165 1.44769
H 1.98304 0.71232 -0.28557
H -2.21285 3.62881 2.45107
H -0.57221 4.29869 2.13470
H -1.47695 3.60391 0.79833
H -1.49262 -1.77779 3.92544
H -1.79944 -0.31174 4.87799
H -2.93642 -0.77415 3.62801
H 0.80389 -2.53757 0.32281
H 2.02724 -4.60989 0.57074
```

## Properties
Net charge   0
HOMO level   -6.7 eV
LUMO energy   -0.33 eV
Orbital gap   6.376 eV

Löwdin population analysis, charges in e, atoms 1 to 5: atom 1 (C): 0.024, atom 2 (N): -0.013, atom 3 (C): -0.119, atom 4 (C): 0.011, atom 5 (N): 0.013